22
Properties=species:S:1:pos:R:3 method="wB97M-V/def2-TZVPD" max_force_ev_per_a=4.8 e_homo_ev="-13.23 / -13.71" relative_energy_kj_mol=823.3 total_charge=+1 total_energy_ha=-437.684722 lumo_energy_ev="-7.18 / -5.81" orbital_gap_ev="6.051 / 7.901"
C -2.395 0.540 -0.840
C -3.480 1.121 -1.038
C -1.028 -1.178 0.244
C 0.377 -1.787 -0.215
C 1.074 0.459 -0.687
C -0.236 1.188 -0.039
C 1.817 -0.623 1.337
N -1.304 0.080 -0.231
N 1.273 -0.670 0.051
N -0.544 2.367 -0.648
H -1.847 -1.784 -0.120
H -0.977 -1.169 1.420
H 0.589 -2.697 0.319
H 0.213 -1.901 -1.273
H 0.796 0.224 -1.697
H 1.897 1.218 -0.795
H 0.039 1.365 0.964
H 1.831 -1.718 1.564
H 2.786 -0.150 1.268
H 1.233 -0.128 2.142
H -1.101 2.193 -1.562
H -1.012 3.049 -0.163

---

22
Properties=species:S:1:pos:R:3 method="wB97M-V/def2-TZVPD" max_force_ev_per_a=3.9 e_homo_ev=-12.46 relative_energy_kj_mol=475.6 total_charge=+1 total_energy_ha=-437.817147 lumo_energy_ev=-3.93 orbital_gap_ev=8.526
C -1.599 1.855 -0.113
C -0.332 1.401 -0.228
C -2.655 1.075 0.342
C -2.354 -0.206 0.713
C -0.038 0.058 0.201
C -0.653 -2.054 0.729
C 2.911 0.642 0.551
N -1.030 -0.697 0.608
N 2.322 -0.228 -0.174
N 1.074 -0.575 -0.127
H -1.942 2.918 -0.183
H 0.539 1.905 -0.440
H -3.632 1.485 0.317
H -3.037 -0.983 0.935
H 0.320 -2.021 1.281
H -1.373 -2.656 1.299
H -0.637 -2.514 -0.245
H 1.748 -0.292 -3.343
H 2.367 1.052 1.357
H 3.952 0.651 0.401
H 3.017 -0.654 -0.799
H 1.034 -0.162 -3.083

---

23
Properties=species:S:1:pos:R:3 method="wB97M-V/def2-TZVPD" max_force_ev_per_a=1.4 e_homo_ev=-13.08 smiles="CN(C)C(=O)Cn1cc[nH+]c1" relative_energy_kj_mol=0.0 total_charge=+1 total_energy_ha=-513.214297 lumo_energy_ev=-3.10 orbital_gap_ev=9.978
C -1.213 1.810 -1.240
N 0.237 1.568 -1.358
C 0.644 1.130 -2.706
C 0.860 0.876 -0.365
O 1.952 0.352 -0.478
C 0.218 0.775 1.027
N 0.086 -0.644 1.372
C 1.131 -1.524 1.548
C 0.588 -2.729 1.836
N -0.776 -2.558 1.830
C -1.059 -1.291 1.548
H -1.753 0.989 -0.770
H -1.408 2.747 -0.722
H -1.623 1.920 -2.238
H 0.285 0.121 -2.913
H 0.228 1.823 -3.432
H 1.723 1.164 -2.800
H -0.745 1.253 1.156
H 0.913 1.220 1.735
H 2.160 -1.232 1.453
H 1.064 -3.672 2.030
H -1.478 -3.261 2.002
H -2.033 -0.838 1.484

---

What did the second record say?
22
Properties=species:S:1:pos:R:3 method="wB97M-V/def2-TZVPD" max_force_ev_per_a=3.9 e_homo_ev=-12.46 relative_energy_kj_mol=475.6 total_charge=+1 total_energy_ha=-437.817147 lumo_energy_ev=-3.93 orbital_gap_ev=8.526
C -1.599 1.855 -0.113
C -0.332 1.401 -0.228
C -2.655 1.075 0.342
C -2.354 -0.206 0.713
C -0.038 0.058 0.201
C -0.653 -2.054 0.729
C 2.911 0.642 0.551
N -1.030 -0.697 0.608
N 2.322 -0.228 -0.174
N 1.074 -0.575 -0.127
H -1.942 2.918 -0.183
H 0.539 1.905 -0.440
H -3.632 1.485 0.317
H -3.037 -0.983 0.935
H 0.320 -2.021 1.281
H -1.373 -2.656 1.299
H -0.637 -2.514 -0.245
H 1.748 -0.292 -3.343
H 2.367 1.052 1.357
H 3.952 0.651 0.401
H 3.017 -0.654 -0.799
H 1.034 -0.162 -3.083